[1]
ORCA calculation (wB97M-V/def2-TZVPD) on 6 unconnected molecules or ions with the total composition C20H40O8 at a distorted geometry.

Each line ends with the Mulliken charge.
Atoms and positions in Å:
C  -70.0745  8.5391  -1.6859  -1.207
C  -68.6567  8.1151  -1.0905  0.183
O  -68.0739  9.1438  -0.4168  -0.374
C  -67.0500  8.9171  0.3783  0.726
C  -66.5627  10.1000  1.1367  -1.252
O  -66.5457  7.8511  0.5777  -0.491
H  -70.7743  9.2000  -1.1120  0.373
H  -70.6376  7.6623  -2.2934  0.002
H  -69.9057  9.0474  -2.4777  0.588
H  -68.7562  7.3183  -0.2947  0.198
H  -67.8262  7.9116  -1.8016  0.227
H  -65.8532  10.5608  0.6080  0.318
H  -66.1299  9.7499  2.0993  0.339
H  -67.3169  10.7044  1.5008  0.404
C  -69.6475  5.1101  -3.8409  -1.817
C  -68.8832  4.2630  -2.7142  -0.193
O  -67.6562  4.9174  -2.2007  -0.438
C  -66.9575  4.4107  -1.1832  0.943
C  -65.7489  5.0622  -0.8926  -1.133
O  -67.3885  3.3812  -0.5546  -0.593
H  -69.6863  6.1416  -3.5657  0.382
H  -70.5191  4.8459  -4.0183  0.754
H  -69.2010  4.7164  -4.8524  0.340
H  -69.3913  4.5487  -1.9163  0.414
H  -68.7592  3.1690  -2.9181  0.325
H  -65.5938  5.9656  -1.2823  0.394
H  -64.9298  4.5300  -1.2759  0.279
H  -65.6163  5.0471  0.2982  0.253
C  -70.9850  0.9949  -3.3447  -0.272
C  -69.7678  0.2825  -3.9334  0.817
C  -69.8348  -1.2030  -3.7551  -1.170
O  -68.7784  0.8481  -4.3893  -0.576
H  -70.8475  2.1011  -3.4689  -0.222
H  -70.9129  0.8771  -2.2343  0.015
H  -72.0074  0.9054  -3.8454  0.421
H  -69.0390  -1.6874  -3.9581  0.500
H  -70.7571  -1.6523  -4.1984  0.320
H  -69.7689  -1.3132  -2.6201  0.135
C  -72.9500  6.8921  -4.5224  -0.603
C  -73.4905  8.0639  -5.2171  0.585
C  -72.4989  9.1751  -5.5315  -1.059
O  -74.7767  8.0810  -5.7885  -0.592
H  -72.0035  6.6587  -5.0717  0.204
H  -73.6371  6.0235  -4.6578  0.330
H  -72.8568  7.1412  -3.3989  0.205
H  -73.1227  9.5840  -6.4936  0.296
H  -71.6240  8.7350  -5.8481  0.361
H  -72.2664  9.9298  -4.8235  0.300
C  -65.1633  1.1528  -2.8636  -0.579
C  -64.5662  1.7348  -4.0943  0.804
C  -63.8920  0.7650  -5.0167  -1.577
O  -64.3494  3.0703  -4.1736  -0.588
H  -66.3565  1.4046  -2.7313  -0.030
H  -64.7334  1.5349  -1.8178  0.279
H  -64.7155  0.1453  -2.7712  0.351
H  -63.6173  1.2231  -5.9266  0.400
H  -64.4961  0.1952  -5.5624  0.497
H  -63.2000  0.2037  -4.5768  0.416
C  -68.0436  0.1546  -0.2963  -0.296
C  -69.3871  0.4269  0.1930  0.493
C  -69.9724  1.8743  0.4510  -0.703
O  -70.2876  -0.5898  0.2792  -0.626
H  -68.0612  -0.8368  -0.9241  0.166
H  -67.4473  0.1405  0.5551  0.482
H  -68.0361  0.9278  -1.0599  -0.182
H  -70.5408  2.2685  -0.4861  0.101
H  -69.2426  2.4789  0.9631  0.304
H  -70.9314  1.6473  1.0953  0.349

Results
multiplicity: 1
structure (SMILES): CCOC(C)=O.CCOC(C)=O.CC(C)=O.CC(C)=O.CC(C)=O.CC(C)=O
Kohn-Sham gap: 9.729 eV
relative energy (zero: lowest compared OMol25 entry of this formula, charge and spin): 234.4 kcal per mole
LUMO: 0.277 eV

=====

[2]
ORCA calculation (wB97M-V/def2-TZVPD) on a molecular structure, C20H41As3IMnNO4Se3 at a distorted geometry.

Each line ends with the Mulliken charge.
Atoms and positions in Å:
Mn  0.4795  -0.4757  0.3431  0.074
C  0.3052  -0.0114  3.9430  -1.235
As  -0.7771  -0.1124  2.3390  1.067
C  -1.9436  -1.5343  2.9557  -1.521
C  -1.8377  1.5046  2.5656  -1.938
C  -2.8497  1.8429  1.4547  2.890
C  -3.6252  3.0699  1.9649  -2.222
C  -2.1291  2.2658  0.1685  -2.089
As  -0.8320  1.1465  -0.8265  1.652
C  -1.8221  0.3209  -2.2766  -1.318
C  -0.2134  2.6762  -1.8566  -1.478
C  -3.7742  0.6144  1.2448  -1.336
As  -5.6125  0.6187  0.4624  0.393
C  -6.0203  2.4663  -0.0766  -1.172
C  -5.1748  0.0454  -1.3602  -0.893
H  -0.3739  0.0254  4.7898  0.448
H  0.9474  0.8579  3.9303  0.319
H  0.9149  -0.9083  4.0074  0.381
H  -2.5579  -1.1546  3.7659  0.505
H  -1.3007  -2.3256  3.3262  0.469
H  -2.5616  -1.9249  2.1567  0.294
H  -1.1240  2.3134  2.6958  0.605
H  -2.3746  1.3626  3.5030  0.678
H  -2.9435  3.7647  2.4633  0.498
H  -4.3895  2.7691  2.6879  0.456
H  -4.1097  3.6064  1.1520  0.430
H  -1.5362  3.1536  0.3783  0.671
H  -2.8725  2.5343  -0.5834  0.465
H  -2.4428  1.0639  -2.7650  0.469
H  -2.4086  -0.5215  -1.9315  0.167
H  -1.0723  -0.0397  -2.9779  0.353
H  -1.1062  3.2484  -2.0910  0.521
H  0.2568  2.3402  -2.7720  0.476
H  0.4810  3.2761  -1.2788  0.347
H  -3.9558  0.1798  2.2264  0.714
H  -3.2417  -0.1506  0.6712  -0.369
H  -6.2248  3.1058  0.7793  0.331
H  -6.9295  2.4018  -0.6751  0.409
H  -5.2327  2.9060  -0.6908  0.287
H  -4.7728  -0.9682  -1.3577  0.256
H  -4.4511  0.7247  -1.8062  0.065
H  -6.0849  0.0557  -1.9606  0.475
C  5.6664  -3.7948  -1.7196  -1.072
Se  3.8638  -3.0587  -1.5760  0.201
C  3.4939  -3.8118  0.1976  -0.806
C  3.8319  -2.8789  1.3527  -0.944
Se  3.0821  -1.0550  1.3795  0.406
C  4.7097  -0.1935  0.7693  -0.953
H  5.6157  -4.8805  -1.7163  0.305
H  6.2931  -3.4456  -0.9011  0.312
H  6.0915  -3.4596  -2.6637  0.332
H  4.1184  -4.7027  0.2571  0.555
H  2.4606  -4.1396  0.2200  0.231
H  4.9107  -2.7368  1.3836  0.432
H  3.5097  -3.3003  2.3012  0.485
H  5.5155  -0.4437  1.4537  0.401
H  4.5273  0.8764  0.7838  0.321
H  4.9325  -0.5317  -0.2377  0.156
O  0.4685  -2.2918  1.3207  -0.769
Se  -0.2632  -2.6909  -0.1489  0.914
O  -0.2953  -4.2534  -0.4803  -0.801
O  0.7017  -1.7331  -1.1382  -0.631
O  -1.7024  -1.9177  -0.1112  -0.457
I  1.6723  2.1378  1.2876  -0.174
C  2.8615  1.4094  -1.6998  -0.030
C  4.0797  1.6604  -2.3098  -1.052
C  4.3455  0.9098  -3.4460  -0.044
C  3.4177  -0.0340  -3.8809  -0.793
C  2.2443  -0.1983  -3.1684  -0.619
N  1.9784  0.5486  -2.0795  0.748
H  4.7763  2.3965  -1.9263  0.470
H  5.2714  1.0590  -3.9910  0.390
H  3.6106  -0.6404  -4.7577  0.445
H  1.5045  -0.9391  -3.4432  0.449

Results
multiplicity: 6
expectation value of S²: 8.916
Kohn-Sham gap (spin up / spin down): 5.956 / 7.914 eV
relative energy (zero: lowest compared OMol25 entry of this formula, charge and spin): 86.8 kcal per mole
LUMO (spin up / spin down): -1.689 / -0.187 eV

=====

[3]
ORCA calculation (wB97M-V/def2-TZVPD) on 2 unconnected molecules or ions with the total composition C20H41BCl2NO4 at a distorted geometry.

Each line ends with the Mulliken charge.
Atoms and positions in Å:
C  1.4279  -3.2588  -0.4403  -1.009
C  0.7531  -2.0016  -1.3136  0.322
O  0.1673  -1.0022  -0.4247  -0.201
C  -0.6858  -0.0266  -1.0846  -0.016
O  -2.1551  -0.1170  -0.9946  -0.405
B  -2.6178  -0.8900  -2.1448  0.566
C  -3.9411  -0.4345  -2.9956  -0.860
C  -5.0144  0.5146  -2.2101  1.063
C  -6.2232  0.8342  -3.3234  -1.119
C  -4.4457  1.9904  -1.7576  -0.975
C  -2.7704  -2.4986  -1.6987  0.308
Cl  -2.3098  -3.9229  -2.8534  -0.246
C  -3.2711  -2.8139  -0.3118  -0.023
C  -3.7410  -1.6547  0.7543  -0.583
Cl  -3.4411  -4.5780  0.2882  -0.294
O  -1.5524  -0.7848  -3.2055  -0.721
C  -0.6400  0.2654  -2.6836  0.397
C  0.7538  0.6071  -3.4642  -0.896
C  1.5792  1.8437  -2.7067  0.162
C  2.5146  1.3462  -1.4588  -0.623
O  0.6647  2.8903  -2.1740  -0.535
H  1.8665  -2.8769  0.5748  0.143
H  0.6380  -4.1274  -0.3333  0.258
H  2.2721  -3.6926  -1.1644  0.332
H  1.6681  -1.5450  -1.9241  -0.006
H  0.0242  -2.5137  -2.0691  0.019
H  -0.4448  0.9867  -0.5046  0.017
H  -3.5443  0.2029  -3.9233  0.165
H  -4.4216  -1.4026  -3.4654  0.146
H  -5.5484  -0.0759  -1.3487  0.019
H  -6.2708  1.9691  -3.6249  0.296
H  -7.2361  0.3867  -2.9451  0.254
H  -5.9616  0.2499  -4.3305  0.256
H  -4.3116  1.9443  -0.5725  0.116
H  -3.3842  2.2345  -2.2077  0.083
H  -5.2113  2.8738  -1.9492  0.456
H  -2.9186  -0.8478  1.0019  0.050
H  -4.6932  -1.0448  0.3918  0.087
H  -3.9751  -2.1599  1.7881  0.354
H  -1.2807  1.2661  -2.8093  -0.122
H  0.4447  1.0685  -4.5209  0.306
H  1.4337  -0.3164  -3.7122  0.264
H  2.3027  2.4128  -3.4637  0.384
H  1.9347  0.9119  -0.5397  -0.214
H  3.3802  0.6113  -1.7914  0.267
H  3.0757  2.3193  -1.0555  0.373
H  1.1039  3.7899  -2.2949  0.322
C  5.1678  1.4488  5.2438  -1.432
C  4.0794  1.6136  4.1864  -0.321
N  3.9809  0.4851  3.2579  0.167
C  3.1519  0.7716  2.0814  -0.741
C  1.6697  1.0433  2.3128  -0.667
C  3.7777  -0.8344  3.8558  -0.624
C  2.5552  -1.0267  4.7473  -0.963
H  6.1402  1.2462  4.7830  0.327
H  5.2604  2.3708  5.8286  0.436
H  4.9374  0.6410  5.9444  0.292
H  4.3258  2.5195  3.6185  0.421
H  3.1246  1.8094  4.6882  0.276
H  3.2520  -0.0474  1.3580  0.314
H  3.5794  1.6457  1.5712  0.289
H  1.1227  0.1273  2.5432  0.055
H  1.2259  1.4555  1.4001  0.325
H  1.4972  1.7678  3.1126  0.333
H  4.6684  -1.0830  4.4466  0.379
H  3.7615  -1.5970  3.0671  0.313
H  2.4160  -0.2056  5.4553  0.238
H  2.6705  -1.9443  5.3349  0.386
H  1.6416  -1.1401  4.1605  0.257

Results
multiplicity: 1
total charge: -1
Kohn-Sham gap: 7.379 eV
LUMO: 2.537 eV